(1)
The following is a quantum chemistry calculation of 2 unconnected molecules or ions with the total composition C12H9Cl6O6 in a non-equilibrium geometry, from the Open Molecules 2025 dataset.

Positions of all 33 atoms, in Å:
1 Cl -0.256 -0.241 0.189
2 C 0.610 2.493 1.733
3 Cl 1.038 3.096 0.203
4 C -0.852 2.492 2.025
5 O -1.745 2.592 1.178
6 C -1.094 2.369 3.482
7 Cl -2.640 2.869 4.020
8 C -0.040 2.120 4.346
9 Cl -0.282 2.232 6.038
10 C 1.254 1.696 3.903
11 Cl 2.518 1.400 5.002
12 C 1.499 1.754 2.505
13 Cl 2.979 1.181 1.858
14 C -0.817 0.906 -2.651
15 O -0.977 -0.509 -2.387
16 C -0.294 -1.102 -1.350
17 C -1.021 -2.425 -1.117
18 O -0.469 -3.486 -1.232
19 O -2.339 -2.219 -0.950
20 C -3.112 -3.435 -0.813
21 C 1.201 -1.339 -1.542
22 O 1.835 -2.157 -0.920
23 O 1.717 -0.518 -2.493
24 C 3.149 -0.566 -2.600
25 H -1.547 1.108 -3.437
26 H -1.039 1.515 -1.762
27 H 0.201 1.076 -2.997
28 H -4.084 -3.226 -1.276
29 H -2.623 -4.289 -1.292
30 H -3.245 -3.648 0.251
31 H 3.379 0.054 -3.447
32 H 3.644 -0.177 -1.700
33 H 3.453 -1.618 -2.767

* orbital gap: 6.487 eV
* energy above the lowest of the compared OMol25 structures with the same formula, charge and spin: 0.000 eV
* charge: -1

(2)
The following is a quantum chemistry calculation of C12H9NO2 in the gas phase in a non-equilibrium geometry, from the Open Molecules 2025 dataset.

Positions of all 24 atoms, in Å:
1 C -4.573 -1.981 0.247
2 C -3.635 -1.492 -0.370
3 C 2.086 2.210 0.431
4 C 0.901 2.027 -0.187
5 C 2.744 1.140 1.056
6 C 1.092 -0.354 0.165
7 C 0.408 0.763 -0.356
8 C 2.241 -0.198 0.973
9 C -3.104 0.095 -2.261
10 C -0.901 0.479 -0.975
11 C -2.724 -0.892 -1.234
12 C 3.095 -1.204 1.676
13 N -2.648 -1.062 -2.641
14 O -1.511 1.274 -1.756
15 O -1.484 -0.593 -0.509
16 H -5.412 -2.398 0.867
17 H 2.545 3.169 0.586
18 H 0.347 2.793 -0.634
19 H 3.591 1.260 1.713
20 H 0.640 -1.439 -0.039
21 H -3.698 0.849 -2.416
22 H 3.098 -1.038 2.727
23 H 2.795 -2.231 1.606
24 H 4.109 -1.175 1.332

* orbital gap (spin up / spin down): 5.931 / 4.925 eV
* 2S+1: 3
* energy above the lowest of the compared OMol25 structures with the same formula, charge and spin: 1.223 eV

(3)
The following is a quantum chemistry calculation of a molecular structure, C12H9NO3PtS in a non-equilibrium geometry, from the Open Molecules 2025 dataset.

Positions of all 27 atoms, in Å:
1 Pt -0.715 1.493 -1.162
2 C -1.165 1.475 -3.225
3 C -2.342 2.047 -2.561
4 C -1.894 3.204 -1.934
5 C -0.496 3.414 -2.317
6 C -0.113 2.447 -3.250
7 H -1.153 0.526 -3.739
8 H -3.314 1.593 -2.470
9 H -2.458 3.841 -1.273
10 H 0.124 4.219 -1.953
11 H 0.857 2.324 -3.700
12 O 1.032 -1.826 -1.476
13 C 0.593 -1.400 -0.436
14 N -0.288 -0.349 -0.300
15 S -0.645 0.039 1.225
16 O -0.152 1.423 1.327
17 O -1.995 -0.196 1.637
18 C 0.404 -1.150 1.959
19 C 0.618 -1.420 3.296
20 C 1.467 -2.479 3.594
21 C 2.056 -3.235 2.582
22 C 1.814 -2.953 1.244
23 C 0.977 -1.895 0.943
24 H 0.147 -0.836 4.074
25 H 1.670 -2.723 4.628
26 H 2.709 -4.055 2.847
27 H 2.259 -3.528 0.443

* orbital gap: 7.061 eV
* energy above the lowest of the compared OMol25 structures with the same formula, charge and spin: 0.116 eV

(4)
The following is a quantum chemistry calculation of 39 unconnected molecules or ions with the total composition C13H101NO39P in a non-equilibrium geometry, from the Open Molecules 2025 dataset.

Positions of all 155 atoms, in Å:
1 C 2.269 3.440 3.014
2 C 1.779 2.443 2.564
3 C 0.824 1.414 2.111
4 N 1.589 0.420 1.276
5 C 0.698 -0.099 0.200
6 P 1.658 -1.346 -0.824
7 C 1.831 -2.814 0.318
8 C 0.606 -1.982 -2.198
9 C 0.332 1.094 -0.670
10 O -0.315 2.164 0.015
11 C -0.444 1.953 1.413
12 C -0.990 3.215 2.061
13 C -2.195 3.802 1.306
14 C -3.531 3.173 1.714
15 C -3.640 1.680 1.316
16 C -5.101 1.356 0.941
17 H 2.677 4.329 3.477
18 H 0.478 0.890 3.008
19 H 2.335 0.932 0.793
20 H 2.054 -0.317 1.818
21 H -0.151 -0.629 0.646
22 H 0.808 -3.175 0.478
23 H 2.319 -2.524 1.250
24 H 2.396 -3.571 -0.228
25 H 0.977 -2.982 -2.455
26 H -0.419 -2.135 -1.840
27 H 0.630 -1.386 -3.100
28 H -0.262 0.790 -1.536
29 H 1.274 1.501 -1.080
30 H -1.228 1.197 1.557
31 H -1.340 2.944 3.066
32 H -0.244 4.002 2.194
33 H -2.109 3.790 0.221
34 H -2.250 4.862 1.586
35 H -4.317 3.723 1.184
36 H -3.714 3.357 2.778
37 H -3.296 1.075 2.158
38 H -3.019 1.479 0.429
39 H -5.698 1.440 1.851
40 H -5.417 2.063 0.160
41 H -5.161 0.348 0.520
42 O -5.521 -1.777 0.179
43 H -5.033 -2.281 0.854
44 H -5.422 -2.307 -0.625
45 O 3.821 -2.082 -3.690
46 H 3.210 -1.980 -2.953
47 H 4.544 -2.608 -3.326
48 O -1.099 0.112 -3.643
49 H -0.809 -0.366 -4.428
50 H -0.778 1.012 -3.792
51 O -2.492 4.757 -2.035
52 H -2.269 5.682 -1.867
53 H -1.671 4.284 -1.867
54 O -3.256 -2.853 1.366
55 H -2.804 -3.690 1.511
56 H -2.566 -2.260 1.055
57 O -1.677 7.196 -0.033
58 H -2.300 7.242 0.701
59 H -0.920 6.725 0.333
60 O 1.542 4.546 6.222
61 H 1.847 4.049 5.460
62 H 1.892 5.431 6.070
63 O 5.807 -4.409 -5.121
64 H 5.156 -3.705 -5.213
65 H 6.642 -3.989 -5.370
66 O 7.266 -3.307 -3.177
67 H 8.181 -3.604 -3.243
68 H 6.778 -4.106 -2.951
69 O 8.978 -3.667 -6.051
70 H 9.276 -4.169 -6.822
71 H 9.332 -2.775 -6.197
72 O -6.671 0.159 -1.734
73 H -6.155 -0.363 -1.104
74 H -6.202 0.997 -1.803
75 O -7.500 -2.989 -2.161
76 H -7.128 -3.345 -2.977
77 H -7.280 -2.048 -2.196
78 O 10.711 -1.198 -5.569
79 H 10.104 -1.095 -4.828
80 H 11.429 -1.727 -5.206
81 O 4.332 -5.170 -0.350
82 H 4.723 -5.716 0.345
83 H 4.364 -5.735 -1.131
84 O 0.065 7.902 -2.304
85 H -0.559 7.941 -1.564
86 H 0.830 7.436 -1.949
87 O 7.053 -6.524 0.221
88 H 7.363 -5.627 0.381
89 H 7.822 -7.080 0.386
90 O -7.953 -2.541 -5.169
91 H -7.269 -1.861 -5.198
92 H -8.775 -2.042 -5.094
93 O 1.311 -6.472 0.574
94 H 0.664 -5.765 0.491
95 H 2.149 -6.058 0.331
96 O 4.025 5.554 4.422
97 H 4.320 6.461 4.561
98 H 4.808 5.020 4.593
99 O -5.221 -4.906 -1.250
100 H -5.251 -5.499 -0.493
101 H -6.104 -4.515 -1.273
102 O -6.559 4.074 2.676
103 H -6.849 3.693 1.838
104 H -6.615 3.339 3.297
105 O 10.599 -1.857 -2.696
106 H 9.987 -1.752 -1.960
107 H 11.318 -2.386 -2.334
108 O -6.644 3.668 -1.127
109 H -7.381 4.286 -1.178
110 H -5.874 4.203 -1.353
111 O 4.007 -0.563 2.653
112 H 4.279 0.348 2.819
113 H 4.805 -1.077 2.816
114 O -2.640 2.474 -4.253
115 H -2.920 3.245 -3.740
116 H -2.726 1.734 -3.641
117 O 11.746 -4.742 -5.351
118 H 10.846 -4.471 -5.587
119 H 11.632 -5.291 -4.569
120 O -8.597 -1.198 -7.680
121 H -8.162 -1.828 -7.088
122 H -9.350 -1.682 -8.032
123 O -0.624 -3.353 2.587
124 H -0.262 -3.954 3.251
125 H 0.017 -2.638 2.544
126 O -3.028 0.346 4.293
127 H -3.584 0.252 5.072
128 H -2.223 -0.141 4.515
129 O 1.298 10.791 -2.241
130 H 2.236 10.590 -2.305
131 H 0.884 9.944 -2.032
132 O -1.385 -2.140 4.988
133 H -0.875 -2.728 5.557
134 H -1.355 -2.573 4.129
135 O -7.760 -3.600 1.059
136 H -8.504 -2.990 1.029
137 H -7.001 -3.054 0.824
138 O 11.398 -5.930 -8.176
139 H 11.704 -5.671 -7.298
140 H 11.864 -5.339 -8.775
141 O -0.176 7.021 5.230
142 H -0.387 7.819 5.724
143 H -0.313 6.314 5.869
144 O -0.537 -4.689 5.189
145 H -0.062 -5.367 5.697
146 H -1.331 -5.137 4.881
147 O 0.364 -7.223 6.072
148 H 0.352 -7.992 6.652
149 H 0.043 -7.561 5.228
150 O -0.315 7.886 7.852
151 H -0.930 7.998 8.584
152 H 0.403 7.364 8.224
153 O -9.078 3.394 4.257
154 H -9.799 4.028 4.192
155 H -8.294 3.905 4.026

* orbital gap: 9.053 eV
* charge: +1

(5)
The following is a quantum chemistry calculation of 2 unconnected molecules or ions with the total composition C13H10BrF16O6P, from the Open Molecules 2025 dataset.

Positions of all 47 atoms, in Å:
1 O 3.646 0.332 1.696
2 C 4.535 -0.271 1.170
3 O 4.773 -1.589 1.268
4 C 3.644 -2.485 1.205
5 C 3.685 -3.292 -0.100
6 C 2.739 -3.025 -1.267
7 F 2.807 -4.140 -2.058
8 F 3.133 -1.977 -2.049
9 C 1.209 -2.859 -0.961
10 F 0.519 -3.347 -2.011
11 F 0.919 -3.632 0.121
12 C 0.696 -1.383 -0.747
13 F 0.140 -0.951 -1.901
14 F 1.723 -0.567 -0.454
15 C -0.373 -1.164 0.372
16 F -0.519 0.176 0.488
17 F 0.090 -1.630 1.549
18 C -1.787 -1.747 0.090
19 F -1.686 -3.006 -0.383
20 F -2.401 -0.985 -0.833
21 C -2.700 -1.795 1.351
22 F -2.738 -0.612 1.958
23 F -2.269 -2.711 2.211
24 F -3.926 -2.121 0.963
25 O 5.509 0.310 0.399
26 P 6.665 1.327 1.071
27 O 5.730 2.598 1.454
28 Br 6.886 0.509 3.135
29 H 3.781 -3.182 2.032
30 H 2.723 -1.947 1.402
31 H 4.704 -3.245 -0.493
32 H 3.504 -4.338 0.157
33 H 5.122 2.760 0.716
34 C -2.646 2.386 -1.226
35 C -3.155 3.241 -0.089
36 O -4.123 4.208 -0.552
37 C -5.362 3.765 -0.695
38 O -5.768 2.663 -0.480
39 C -6.274 4.921 -1.158
40 F -5.700 5.636 -2.130
41 F -6.520 5.739 -0.125
42 F -7.431 4.447 -1.606
43 H -2.235 3.010 -2.020
44 H -1.866 1.720 -0.866
45 H -3.447 1.781 -1.651
46 H -2.355 3.835 0.346
47 H -3.600 2.637 0.701

* orbital gap: 10.450 eV
* SMILES: O=C(OCCC(F)(F)C(F)(F)C(F)(F)C(F)(F)C(F)(F)C(F)(F)F)OP(O)Br.CCOC(=O)C(F)(F)F

(6)
The following is a quantum chemistry calculation of a molecular structure, C13H10Cl5EuN in a non-equilibrium geometry, from the Open Molecules 2025 dataset.

Positions of all 30 atoms, in Å:
1 C -0.467 0.532 -2.939
2 C 0.912 0.253 -3.185
3 C 1.703 1.222 -2.488
4 C 0.796 2.086 -1.781
5 C -0.542 1.686 -2.099
6 Eu 0.530 -0.242 -0.373
7 N -0.968 -1.659 -0.671
8 C 0.217 -3.226 -1.431
9 C 1.358 -2.785 -2.038
10 H 2.799 1.244 -2.470
11 H 1.296 -0.572 -3.795
12 H 1.091 2.858 -1.063
13 H -1.459 2.179 -1.756
14 H -1.287 -0.069 -3.323
15 H 1.392 -2.551 -3.093
16 H -0.599 -3.632 -2.047
17 H -2.054 -1.596 -0.988
18 H 2.245 -2.524 -1.414
19 H 0.231 -3.460 -0.363
20 Cl 0.592 -1.853 2.193
21 C -0.122 -0.362 2.718
22 C -0.230 0.681 1.807
23 C -0.665 1.935 2.201
24 Cl -0.649 3.196 1.011
25 C -1.054 2.176 3.551
26 Cl -1.568 3.738 4.031
27 C -1.000 1.086 4.472
28 Cl -1.484 1.355 6.092
29 C -0.530 -0.200 4.069
30 Cl -0.486 -1.496 5.173

* orbital gap (spin up / spin down): 5.606 / 5.872 eV
* 2S+1: 7
* energy above the lowest of the compared OMol25 structures with the same formula, charge and spin: 0.000 eV
* charge: -1